# 1
A structure of composition C44H61N3O4P3Ti, computed with ωB97M-V/def2-TZVPD.

Geometry as XYZ:
```
116
C44H61N3O4P3Ti, DFT ωB97M-V/def2-TZVPD
H 2.7564 2.6724 -0.8190
C -2.6776 -1.5077 3.9632
H -0.1586 -3.0928 3.4260
H 1.9674 -1.5260 2.8044
C -0.0322 1.3391 4.3605
H 2.1892 -3.9089 0.4343
C 2.1906 -6.0531 0.2053
H 6.7700 -1.1312 -1.5142
H 0.7963 -2.7578 -2.6858
H 0.6364 3.1929 -3.7599
H 2.5398 -2.7144 -2.3928
C 0.3842 -4.6087 -0.4653
H -3.2433 -2.2684 -2.3514
C -1.7691 3.9504 -1.3341
C 0.3859 0.3077 5.1851
H -3.9234 2.3491 2.3776
H -2.2523 3.9363 1.6013
H 4.4371 -0.4115 -2.1838
H -0.6107 1.1034 6.9201
C 2.9036 -0.0791 -0.7315
H -0.3639 1.9010 -3.0930
O 0.5330 -2.2733 -0.0769
C 2.9547 -0.6165 -4.3272
H 2.5052 2.8349 3.1583
H 3.1515 0.4509 -4.4172
C 1.6459 -4.7817 0.0955
H -1.3048 -5.5690 -1.3576
H -2.6812 1.3937 3.2042
O -1.5482 0.9466 -0.7363
H 1.9016 -8.1481 -0.1548
H -4.2280 -2.1474 1.3424
H 0.9990 0.4664 7.2476
H -3.4898 -0.8039 3.7815
C 0.9936 0.3430 2.4180
C 1.1111 -0.7305 4.5954
C 3.6852 0.2523 1.5106
H 2.6993 1.8217 -3.0401
O -2.9470 3.3483 -0.8055
C 2.2833 3.7453 2.6005
C 0.0909 0.3101 6.6614
H 1.4531 -1.5618 5.2053
H -5.0705 3.2927 -2.1992
H -3.9933 -3.6608 2.2520
P 1.5201 0.0735 -1.8907
C 1.7724 -0.9521 -3.4127
C 2.5908 0.1480 0.6323
C -1.9698 3.2834 2.4344
C 0.2429 1.3812 2.9884
O -1.4936 -1.1019 1.5444
C 1.4060 -0.7117 3.2487
H -0.5442 -3.9350 1.9153
C -2.2308 4.0595 3.7251
C -3.2686 -0.1131 -2.0201
C -3.3842 2.2394 -1.4840
H -6.0617 1.3056 -3.3468
H -1.9415 4.2809 -2.3635
C -5.1283 1.2187 -2.8078
H 0.8538 5.3842 0.9505
H 0.7243 1.5703 -4.4435
C -2.7035 -1.4439 -1.8856
C 5.2917 -0.2021 -0.2481
P -2.0983 -2.1741 2.4022
H -3.2588 4.4332 3.7175
H -1.4925 -4.2745 3.3812
C 0.2158 -6.9860 -0.7999
C 0.5514 5.4580 1.9988
C -4.4755 0.0093 -2.7198
C 1.8145 2.7859 -1.3577
H 2.9185 4.5459 2.9885
H -0.5005 5.7492 2.0211
H 1.0119 2.6454 -0.6321
H 3.5087 0.4820 2.5524
H 2.7488 -0.9985 -5.3295
C 4.9869 0.0719 1.0807
H 7.1301 0.5428 -1.1064
H -1.5719 4.9200 3.8439
H -0.3413 -7.8452 -1.1509
H 3.1751 -6.1816 0.6366
H -3.0292 -2.3096 4.6139
C -0.9662 -3.5008 2.8200
H -0.9293 3.2626 -1.2931
H 1.1315 6.2628 2.4574
C 0.8088 4.1313 2.7126
C -3.5138 -2.9311 1.5987
H -0.5722 2.1615 4.8099
Ti -0.3416 -0.4019 -0.0946
H -2.6936 1.4823 1.4430
H 2.5588 3.5713 1.5570
C -4.5756 2.3298 -2.1762
H -4.8995 -0.8752 -3.1811
H 5.7908 0.1537 1.8051
H 1.9166 -3.0155 -4.0188
N 1.2747 0.3334 1.0353
H 1.7618 3.8097 -1.7386
H -1.5544 4.8142 -0.7072
H 0.5512 4.2283 3.7728
C -0.3293 -5.7175 -0.9147
C 1.4765 -7.1562 -0.2402
P -0.2330 2.8090 1.9260
H 7.3538 -0.7213 0.0972
N -1.3182 -3.0795 -1.1766
C -0.1721 -3.2302 -0.5697
H -0.3413 -0.6396 6.9851
H 0.8544 -0.7202 -3.9657
H -1.8488 -0.9801 4.4389
N -1.6425 -1.7224 -1.2265
C 6.7102 -0.3883 -0.7175
C -2.8715 2.0527 2.3539
H -3.1756 -3.4152 0.6807
H 3.8678 -1.1042 -3.9852
C 4.2248 -0.2456 -1.1346
H -2.1345 3.4335 4.6120
C 0.6195 2.1291 -3.5118
C -2.6838 1.0150 -1.4084
C 1.7517 -2.4468 -3.1005
C 1.7366 1.7972 -2.5213
```

ΔE to the lowest compared entry with this formula, charge and spin = 0.0 kJ/mol
LUMO level (spin up / spin down) = 0.244 / 0.139 eV
HOMO energy (spin up / spin down) = -6.63 / -6.65 eV
Kohn-Sham gap (spin up / spin down) = 6.9 / 6.8 eV
<S²> = 0.7557
2S+1 = 2

These are the Löwdin partial charges, in e, on atoms 1 to 2: 0.073 -0.144

# 2
The ion C6H10N with charge +1, computed with ωB97M-V/def2-TZVPD.

Geometry as XYZ:
```
17
C6H10N, DFT ωB97M-V/def2-TZVPD
N -1.2222 0.0046 0.3991
H -1.2944 -0.2872 1.3229
H -1.7745 1.3168 -1.0883
C 1.1685 0.5151 0.5909
C 3.4573 -0.4244 -0.2080
H 0.2660 0.1308 -1.2962
H 4.2708 0.1618 -0.5547
H 3.6505 -1.4823 -0.4320
H -3.1653 -0.6650 0.0697
H 1.1389 0.9496 1.6046
H -1.5382 2.2644 0.4755
C -0.0498 0.5391 -0.2762
C 2.3078 0.0154 0.1401
H -1.8690 -1.3603 -1.1520
H -2.0066 -1.9965 0.6297
C -2.0536 -1.0671 -0.1028
C -1.2863 1.3852 -0.1222
```

ΔE to the lowest compared entry with this formula, charge and spin = 271.3 kJ/mol
SMILES = C=C=C[C@@H]1C[N@H+]1C
LUMO level = -2.938 eV
HOMO energy = -13.48 eV
Net charge = +1
Kohn-Sham gap = 10.5 eV
2S+1 = 1

These are the Löwdin partial charges, in e, on atoms 1 to 2: -0.108 0.154

# 3
A structure of composition C8H21I2MnOP2, computed with ωB97M-V/def2-TZVPD.

Geometry as XYZ:
```
35
C8H21I2MnOP2, DFT ωB97M-V/def2-TZVPD
H -2.8035 -2.3565 0.3335
Mn -0.0004 -0.0778 0.1041
H 4.2708 -1.0348 0.5465
H 4.1955 1.3750 0.4130
H -0.9183 -0.3539 2.4133
H -2.4836 0.5470 -2.5530
I 0.1010 -2.5585 -0.7482
C 3.1993 -1.2093 0.7043
C -0.0175 -0.7518 1.9247
H -3.7547 -0.6212 -2.0289
H -2.8064 1.8813 1.1316
H 2.9204 -2.2073 0.3491
H -3.1360 2.1805 -0.5893
H 2.7017 2.0200 1.1646
C 2.7243 -0.1972 -1.9463
H 2.9722 -1.1472 1.7742
H 0.8832 -0.3552 2.4139
H 3.8016 -0.4003 -2.0037
C 3.1345 1.6028 0.2476
H 2.1655 -1.0491 -2.3501
P -2.2649 -0.0530 -0.2257
C -3.2125 1.4392 0.2137
O -0.0007 2.4031 1.7850
H 2.4687 0.6971 -2.5260
C -3.1358 -1.3724 0.6836
H 3.0236 2.3415 -0.5532
H -0.0178 -1.8476 1.9571
C -0.0301 1.5861 0.9451
H -2.0816 -1.1762 -2.3583
H -2.9198 -1.2936 1.7553
C -2.6919 -0.3549 -1.9670
P 2.2684 0.0674 -0.2039
H -4.2135 -1.2498 0.5147
H -4.2610 1.1563 0.3764
I -0.0808 2.3702 -1.6976
```

ΔE to the lowest compared entry with this formula, charge and spin = 0.0 kJ/mol
LUMO level (spin up / spin down) = -8.740 / -11.360 eV
HOMO energy (spin up / spin down) = -16.23 / -16.28 eV
Net charge = +2
Kohn-Sham gap (spin up / spin down) = 7.5 / 4.9 eV
<S²> = 6.2053
2S+1 = 5

These are the Löwdin partial charges, in e, on atoms 1 to 2: 0.034 -0.174

# 4
A structure of composition C2H4BrN, computed with ωB97M-V/def2-TZVPD.

Geometry as XYZ:
```
8
C2H4BrN, DFT ωB97M-V/def2-TZVPD
N -1.6305 -0.8659 0.1227
C -2.2630 0.1578 0.0530
H -2.8459 2.2786 -1.3228
H 0.1172 -1.6057 -0.7274
H -0.3327 -2.0065 1.1576
C -0.4859 -1.4719 0.1818
H -2.3166 2.2592 -1.9430
Br -4.1434 0.0819 -0.0507
```

ΔE to the lowest compared entry with this formula, charge and spin = 357.9 kJ/mol
LUMO level (spin up / spin down) = -0.351 / -0.353 eV
HOMO energy (spin up / spin down) = -8.37 / -8.37 eV
Kohn-Sham gap (spin up / spin down) = 8.0 / 8.0 eV
2S+1 = 1

These are the Löwdin partial charges, in e, on atoms 1 to 2: -0.170 -0.619

# 5
A cluster of 2 separate species, C5H7N in total, computed with ωB97M-V/def2-TZVPD.

Geometry as XYZ:
```
13
C5H7N, DFT ωB97M-V/def2-TZVPD
H -1.0995 -1.2762 1.9127
C -0.1746 1.4913 -1.1341
H 0.8208 1.9314 -1.1222
H -0.7307 1.8245 -1.9945
C -0.9746 -1.0240 0.8719
C -0.0392 -1.8012 0.0361
H -0.7556 1.8880 -0.2814
H -0.0360 0.3698 -1.3180
H 0.3772 -2.7621 -0.1453
N 2.4917 0.5212 1.3387
C 1.5293 0.0095 0.9429
H -1.8066 -0.5221 0.4133
C 0.3978 -0.6502 0.4799
```

ΔE to the lowest compared entry with this formula, charge and spin = 367.3 kJ/mol
SMILES = N#CC1=CC1.C
LUMO level = -0.022 eV
HOMO energy = -9.85 eV
Kohn-Sham gap = 9.8 eV
2S+1 = 1

These are the Löwdin partial charges, in e, on atoms 1 to 2: 0.095 -0.056

# 6
A cluster of 11 separate species, C39H99O36P7 in total, computed with ωB97M-V/def2-TZVPD.

Geometry as XYZ:
```
181
C39H99O36P7, DFT ωB97M-V/def2-TZVPD
C 14.1688 30.8806 -9.6848
O 13.7094 22.0372 -9.5881
H 19.0866 28.5949 -17.5362
H 12.7948 25.8286 -10.9785
H 9.8045 27.8101 -7.9433
C 23.2083 25.1290 -11.3259
O 12.3041 25.4948 -6.2338
O 15.5301 30.6793 -9.2683
H 23.3602 24.6303 -12.2790
H 19.9152 30.5059 -9.3989
H 21.2822 28.2062 -12.9569
C 12.6996 21.9272 -10.5981
H 9.7352 26.2615 -5.3783
H 14.8003 26.5010 -12.4786
C 16.1884 21.1254 -1.9988
O 23.0491 26.5124 -11.5422
C 19.6128 28.1922 -16.6633
C 19.5192 27.1330 -3.9944
H 19.1430 28.5051 -15.7374
H 19.8428 31.8023 -4.7214
H 12.3279 20.9025 -10.5217
H 19.5916 21.5995 -13.1346
H 21.6336 21.0801 -17.6706
H 16.5649 28.3911 -9.5071
C 13.5035 26.1738 -14.7968
C 16.6887 24.7980 -8.2855
H 11.2355 27.5182 -8.9529
H 16.9272 20.3441 -2.1947
O 16.1670 20.7502 -5.3721
H 15.1723 20.0570 -12.7067
C 21.9538 25.6989 -15.0043
H 12.6218 22.8345 -8.0463
O 22.5045 20.9670 -8.1392
O 18.2095 26.5054 -14.8476
H 13.8131 31.8329 -9.2987
H 21.4266 24.8977 -7.3726
O 19.6681 26.7786 -16.8834
H 19.0679 25.3138 -11.2426
C 19.2967 31.3593 -9.6786
O 20.1893 28.0789 -7.0173
O 17.8829 26.3628 -6.9590
H 11.7849 20.2271 -5.0430
H 14.7033 26.1829 -9.3997
C 22.5816 28.7233 -10.7003
C 23.0085 27.2912 -10.3851
H 13.3132 25.2085 -15.2571
H 15.0242 26.5809 -4.1605
H 16.4642 25.8950 -13.9276
C 13.2126 21.9390 -8.2680
P 20.0126 28.9195 -5.8182
H 14.6851 27.6981 -8.4932
H 10.6287 26.2515 -7.8345
H 22.3122 24.7345 -10.8409
H 11.9937 22.7433 -10.4444
C 16.2676 22.1815 -5.5420
O 14.8307 21.9193 -11.9555
H 12.5342 18.8317 -4.4207
H 16.7465 22.0573 -1.8873
O 20.6422 22.0775 -9.3457
H 22.0586 25.6780 -16.0923
C 20.9467 21.1484 -16.8244
H 19.9651 21.0569 -17.2865
H 19.6920 28.6118 -12.2893
H 15.9912 27.7983 -11.0560
H 16.1072 22.3839 -6.5991
H 16.2769 20.5225 -11.4429
P 12.2540 26.8967 -5.8332
H 21.1312 22.0927 -16.3202
H 20.6025 20.7513 -10.8424
P 22.2230 22.1167 -9.2349
H 20.6100 28.6032 -16.8499
P 19.3842 25.7896 -15.6348
H 18.7092 27.5171 -3.3699
O 11.6101 27.8660 -6.9578
O 13.6813 27.5063 -5.5014
H 24.4720 20.5126 -8.1045
H 12.0400 27.2850 -11.4529
H 13.2030 23.0529 -12.3900
C 10.0110 26.8594 -4.5078
H 18.7195 26.8602 -7.0489
C 17.4636 24.2150 -10.4912
H 22.8536 24.1721 -6.6558
H 23.1376 29.1038 -11.5594
O 13.6152 27.6930 -10.2841
O 19.1933 24.4218 -16.1175
C 20.6876 28.2222 -12.0417
C 23.7571 20.9816 -7.4255
H 24.0033 27.3039 -9.9135
H 17.7816 24.7874 -13.7388
O 20.3224 28.2447 -4.4070
H 13.2656 26.5682 -8.5695
H 9.8443 26.2303 -3.6381
H 18.7001 21.6908 -14.6001
H 18.3776 30.8514 -7.1140
H 21.6311 31.9853 -4.9685
O 12.9898 26.0747 -13.4545
C 18.4721 25.1612 -10.3479
C 20.8022 31.3000 -4.8370
H 16.9249 29.9970 -6.8986
H 14.5941 26.2590 -14.7645
O 20.7984 30.2868 -5.8471
H 15.7273 23.3388 -9.5810
C 15.2304 20.5896 -11.7420
P 15.1364 20.1853 -4.2824
H 14.0962 21.8939 -7.6311
O 21.2345 19.9733 -16.0568
H 17.7817 27.9571 -10.7155
C 18.8627 21.0472 -13.7284
O 13.7269 20.4866 -4.8984
H 17.2945 31.0460 -5.6427
O 22.5716 23.5045 -8.5504
H 15.6541 27.1780 -5.6564
H 16.6268 22.8055 -11.5058
H 14.1532 30.8276 -10.7755
O 18.4841 29.3691 -5.6194
H 19.0475 26.6481 -4.8487
H 12.6470 21.0100 -8.1304
H 24.0877 24.9816 -10.6896
H 17.7930 26.4383 -12.8822
O 15.3737 18.7553 -4.0414
H 20.9560 30.7562 -3.8995
O 20.6246 26.0222 -14.6671
O 21.8551 20.8897 -13.7381
H 19.4536 31.5712 -10.7324
H 17.9078 20.8520 -13.2530
C 19.9294 21.0403 -10.0321
H 17.3074 22.3789 -5.2740
H 23.7523 20.4332 -6.4899
C 17.7712 25.6496 -8.1197
C 14.0849 27.0423 -9.1171
C 20.9056 17.3547 -14.9010
C 18.6459 25.8822 -9.1930
C 16.5470 24.0366 -9.4410
C 17.7932 30.3619 -6.3327
H 13.5752 30.0488 -9.3076
C 16.7840 28.3680 -10.5753
C 14.8042 26.6509 -5.2253
H 19.0400 21.4600 -10.5002
H 13.0866 21.3431 -12.6804
C 22.0068 23.9801 -7.3147
O 21.5340 18.4127 -14.1695
H 21.4768 17.0906 -15.7878
C 12.5377 19.9167 -4.3183
O 15.2125 21.1560 -3.0164
C 13.0336 26.8658 -11.2445
H 12.3209 20.2368 -3.3053
H 22.6921 26.4236 -14.6539
H 15.9815 24.6106 -7.4862
O 16.7801 29.6753 -11.1799
H 24.0766 22.0150 -7.2932
H 19.6327 20.2310 -9.3697
H 15.6751 20.9302 -1.0568
H 14.5941 20.0149 -11.0657
O 22.8462 21.9388 -10.5381
P 21.0674 19.9032 -14.4776
C 17.5418 25.8500 -13.7627
C 10.7774 27.3207 -7.9856
O 17.9846 30.8704 -9.3693
C 13.7698 26.8621 -12.5767
H 15.6195 22.7949 -4.9173
O 21.1844 28.8771 -10.9095
H 13.1057 27.0756 -15.2565
H 14.6656 25.6768 -5.6845
H 20.3693 27.1778 -11.8980
H 19.8551 17.6049 -15.0463
H 21.4301 23.1669 -6.8760
H 9.4842 27.8101 -4.5146
O 16.5832 32.2496 -11.0867
O 11.4039 27.2399 -4.5362
H 13.8811 27.9072 -12.8913
H 22.3411 24.7585 -14.6077
H 22.7336 29.2865 -9.7797
H 19.7076 32.1687 -9.0751
H 20.8504 16.4233 -14.3306
H 20.0151 26.3830 -3.3828
P 16.7112 31.0052 -10.3014
H 22.3068 26.8084 -9.6883
H 19.4789 26.5643 -9.0707
O 17.4228 23.3483 -11.5244
O 19.4774 19.8556 -14.2407
C 13.4182 22.0833 -11.9413
```

SMILES = COP(=O)(OC)OC.COP(=O)(OC)OC.COP(=O)(OC)OC.COP(=O)(OC)OC.COP(=O)(OC)OC.COP(=O)(OC)OC.COP(=O)(OC)OC.Oc1ccc(O)cc1.COCCOC.COCCOC.COCCOC
LUMO level = 0.206 eV
HOMO energy = -7.77 eV
Kohn-Sham gap = 8.0 eV
2S+1 = 1

These are the Löwdin partial charges, in e, on atoms 1 to 2: -0.070 -0.237